Formula: C13H15N5
Source: OMol25
Level of theory: wB97M-V/def2-TZVPD

Lowest unoccupied orbital energy   0.65 eV
Energy relative to the best compared isomer or geometry (same formula, charge and spin)   6.2 kcal/mol
SMILES   CCCNc1nc2ccccc2n2c(C)nnc12
Electronic energy   -778.19063 hartree
Gap between HOMO and LUMO   8.7 eV
HOMO   -8.01 eV

Each line ends with the Mulliken charge.
CARTESIAN COORDINATES (ANGSTROEM)
C 3.383 -0.822 -1.567  -1.095
C 3.224 -2.321 -1.347  -0.374
H 3.574 -2.863 -2.227  0.330
C 1.764 -2.706 -1.093  -0.744
N 1.244 -2.101 0.105  -0.151
C 0.369 -1.084 0.100  0.013
N -0.204 -0.671 -0.997  -0.490
C -1.117 0.338 -0.927  -0.353
C -1.720 0.754 -2.121  -0.494
C -2.654 1.762 -2.128  -0.507
C -3.016 2.388 -0.941  -0.826
C -2.440 2.006 0.253  -0.445
C -1.492 0.989 0.275  1.150
N -0.859 0.547 1.431  0.172
C -0.874 0.874 2.764  0.968
N -0.033 0.108 3.411  -0.796
N 0.553 -0.730 2.555  -0.428
C 0.064 -0.476 1.367  0.864
C -1.688 1.917 3.426  -1.480
H -1.440 1.905 4.484  0.336
H -1.464 2.904 3.021  0.344
H -2.753 1.715 3.310  0.339
H -2.731 2.500 1.165  0.290
H -3.751 3.179 -0.947  0.393
H -3.110 2.070 -3.057  0.377
H -1.426 0.252 -3.029  0.458
H 1.689 -2.301 0.989  0.292
H 1.133 -2.359 -1.913  0.349
H 1.678 -3.795 -1.006  0.278
H 3.832 -2.635 -0.495  0.306
H 2.769 -0.495 -2.402  0.300
H 4.421 -0.576 -1.779  0.376
H 3.075 -0.271 -0.681  0.247

Forces on atoms 1 to 6 (eV/Å):
0.1 -0.2 0.0
-0.3 0.2 0.0
0.0 -0.1 0.0
0.3 -0.2 -0.3
0.1 0.0 0.4
-0.3 0.1 -0.6